# 1
The following is a DFT calculation (the ωB97M-V functional and the def2-TZVPD basis) of a 11-piece molecular cluster, C31H62BO45PS11 overall at a distorted geometry.

XYZ file:
```
151
Properties=species:S:1:pos:R:3:forces:R:3:mulliken_charge:R:1
C 3.5974 0.1760 0.7589 0.80 0.19 0.34 -0.461
O 3.1739 0.2445 -0.6406 -0.78 0.17 1.99 -0.395
C 1.7953 0.6817 -0.7153 -0.58 0.66 -1.30 -0.533
C 0.8934 -0.2226 -1.7155 -0.18 0.64 1.43 0.184
C -0.3994 0.7072 -2.0687 1.01 -0.72 -0.41 -0.861
C -1.7900 -0.0951 -2.0009 1.78 0.51 0.85 -0.160
O -2.6250 0.5417 -3.0057 -0.81 1.88 0.71 -0.378
C -3.0395 1.7956 -2.4313 0.42 1.13 -1.28 0.002
O -3.3382 2.8103 -3.0971 0.92 -4.17 2.39 -0.633
C -3.0095 1.6187 -0.8280 0.02 -0.38 -0.50 -0.017
S -4.5775 2.3595 -0.1707 -0.29 0.05 -0.53 0.060
C -2.7183 0.0570 -0.6641 0.24 -1.21 -1.84 -0.153
B -3.9296 -1.0070 -0.9787 -1.79 -0.67 -0.29 0.642
O -3.7193 -2.2394 -1.7261 -1.07 2.60 0.54 -0.597
O -5.3173 -0.7821 -0.5738 2.69 -0.70 0.17 -0.463
C -5.4373 -0.8442 0.8747 -1.02 -0.06 1.04 -0.139
P -1.5329 -0.5551 0.6865 1.67 1.13 0.70 0.545
C -1.2928 -2.4299 0.6510 -0.37 -0.75 -0.66 -1.069
C -1.9772 0.0981 2.4043 -0.79 0.61 0.36 -0.575
H 3.1498 1.0445 1.3731 0.50 -1.46 -0.88 0.296
H 3.3584 -0.8480 1.2240 0.12 1.56 -0.61 0.220
H 4.7408 0.3245 0.8351 -1.76 -0.31 -0.45 0.169
H 1.7939 1.7455 -1.1749 0.13 -1.48 0.68 0.173
H 1.2969 0.7935 0.3174 0.67 -0.55 -1.57 0.178
H 0.5876 -1.1765 -1.1465 0.41 1.43 -1.00 0.009
H 1.4680 -0.5398 -2.6457 -0.67 0.63 1.26 0.296
H -0.3521 1.6557 -1.4393 -0.28 -1.29 -0.70 0.334
H -0.2504 1.0356 -3.1650 -0.49 -0.47 1.66 0.284
H -1.4377 -1.1795 -2.1827 -1.54 1.62 -0.36 0.500
H -2.1550 2.1976 -0.3092 -1.39 -0.70 -1.10 0.269
H -5.4775 2.3860 -1.2511 1.36 -0.42 0.78 0.159
H -4.6031 -2.4329 -2.1304 0.99 -0.10 0.77 0.254
H -5.8334 0.1690 1.2418 0.71 -1.54 -0.37 0.178
H -4.4590 -1.1100 1.4172 -1.31 0.49 -0.90 -0.016
H -6.2047 -1.6695 1.1427 1.29 1.39 -0.49 0.050
H -0.1667 -2.6510 0.7794 -1.86 0.51 0.05 0.350
H -1.9227 -3.0192 1.3961 0.87 0.71 -1.00 0.367
H -1.5430 -2.7896 -0.4177 0.24 0.49 1.67 0.256
H -1.9233 1.2513 2.3335 -0.06 -1.81 0.00 0.256
H -1.1684 -0.2094 3.1679 -1.39 0.24 -1.29 0.102
H -3.0373 -0.1444 2.7560 1.56 0.18 -0.13 0.303
C -6.0245 5.8385 -3.5531 -0.45 -0.54 -0.13 -0.239
C -5.3079 5.3864 -4.8149 0.55 -0.38 0.50 -0.264
O -5.4201 6.4869 -5.7197 -0.43 0.87 0.37 -0.328
S -5.4234 7.8696 -4.8718 -0.18 -0.43 0.12 1.110
O -4.0932 8.4047 -4.8788 -0.92 0.01 -0.06 -0.529
O -6.5687 8.6354 -5.2587 1.03 -0.31 0.10 -0.555
O -5.6998 7.2229 -3.4106 0.51 0.36 -0.78 -0.315
H -7.1094 5.7526 -3.6622 0.05 -0.02 0.00 0.288
H -5.7035 5.2787 -2.6738 0.12 0.26 -0.03 0.245
H -5.7499 4.4882 -5.2453 -0.03 0.25 -0.15 0.323
H -4.2452 5.2125 -4.6240 -0.10 -0.11 0.06 0.271
C 7.7426 -1.5905 3.4410 0.43 -0.51 -0.27 -0.356
C 6.9056 -2.0272 2.2496 0.00 0.87 -0.40 0.015
O 5.7789 -2.7015 2.8125 -0.19 0.11 1.15 -0.358
S 5.4171 -2.0242 4.2406 0.65 -0.18 -0.44 1.081
O 4.3533 -1.0810 4.0336 0.44 -0.61 0.54 -0.460
O 5.3576 -3.0568 5.2296 -0.40 0.83 -0.63 -0.600
O 6.7966 -1.1941 4.4380 -1.09 -0.14 -0.19 -0.342
H 8.3292 -2.4222 3.8389 -0.02 0.07 -0.08 0.304
H 8.4087 -0.7629 3.1958 -0.20 0.04 0.20 0.374
H 7.4488 -2.6844 1.5802 -0.49 -0.05 0.23 0.393
H 6.5358 -1.1626 1.6892 0.04 0.03 0.07 0.020
C -9.6920 -2.1035 0.2393 -0.41 -0.31 -0.34 -0.322
C -10.8680 -1.4189 0.9200 0.20 0.54 -0.31 -0.394
O -10.8811 -1.9377 2.2495 0.67 -0.56 0.03 -0.303
S -9.3581 -2.2577 2.7087 -0.02 0.08 0.09 1.083
O -8.8804 -1.1492 3.4793 -0.14 -0.99 -0.46 -0.522
O -9.3006 -3.6100 3.1721 -0.04 1.07 -0.12 -0.539
O -8.6719 -2.1837 1.2357 -0.45 0.29 0.73 -0.227
H -9.9503 -3.1212 -0.0664 -0.03 0.07 -0.01 0.288
H -9.3347 -1.5449 -0.6265 0.17 0.00 0.23 0.319
H -11.8144 -1.6219 0.4189 0.04 -0.13 0.26 0.314
H -10.7136 -0.3375 0.9809 -0.01 -0.05 -0.09 0.299
C 11.4924 -3.7570 -0.5845 -0.27 -0.01 -0.63 -0.325
C 10.9907 -2.3558 -0.8938 0.76 0.12 -0.06 -0.308
O 9.8982 -2.1479 0.0028 -0.30 -0.67 0.69 -0.283
S 10.1852 -2.9524 1.3821 1.04 -0.21 -0.62 1.191
O 10.7321 -2.0302 2.3328 -0.69 -0.77 -0.35 -0.577
O 9.0542 -3.7822 1.6655 0.93 0.44 0.05 -0.598
O 11.3879 -3.8900 0.8354 -0.60 0.90 0.51 -0.310
H 10.8550 -4.5149 -1.0452 0.10 0.08 0.02 0.205
H 12.5219 -3.9066 -0.9061 -0.12 -0.03 0.29 0.364
H 10.6655 -2.2492 -1.9286 -0.23 0.00 0.21 0.290
H 11.7553 -1.6049 -0.6744 -0.02 -0.05 -0.07 0.311
C -5.5955 6.4745 3.8508 0.51 0.34 0.16 -0.379
C -5.3451 6.9397 2.4247 -0.55 0.36 0.08 -0.349
O -4.9091 5.7734 1.7263 -0.02 -0.69 0.55 -0.240
S -5.6365 4.4708 2.3649 0.08 0.10 0.05 1.073
O -6.7743 4.1494 1.5547 0.80 -0.07 0.62 -0.559
O -4.6301 3.5129 2.7069 -0.80 0.60 -0.30 -0.458
O -6.1678 5.1719 3.7277 0.00 -0.18 -0.87 -0.295
H -4.6584 6.3838 4.4071 -0.04 0.05 -0.03 0.282
H -6.2729 7.1387 4.3884 -0.09 -0.26 -0.07 0.306
H -4.5918 7.7254 2.3694 0.08 -0.26 -0.11 0.299
H -6.2695 7.2891 1.9553 0.05 0.05 0.07 0.299
C -1.8989 9.2195 -7.6635 0.10 0.13 0.66 -0.176
C -2.6968 10.5107 -7.7493 -0.56 -0.41 0.05 -0.292
O -1.9721 11.3326 -8.6659 0.74 -0.45 -0.35 -0.326
S -1.2548 10.3868 -9.7725 -0.15 -0.01 0.09 1.088
O -2.0821 10.3546 -10.9415 0.84 -0.02 0.66 -0.531
O 0.1371 10.7177 -9.8160 -1.01 -0.09 -0.20 -0.531
O -1.4287 8.9762 -8.9907 -0.21 0.72 -0.53 -0.327
H -1.0296 9.3352 -7.0102 -0.08 0.00 0.01 0.298
H -2.5051 8.3831 -7.3148 0.08 0.03 -0.23 0.193
H -2.7939 11.0045 -6.7828 0.17 0.11 -0.19 0.290
H -3.6916 10.3329 -8.1679 0.03 -0.03 0.10 0.311
C 11.6984 -6.8334 -5.3481 -0.45 -0.32 -0.36 -0.342
C 10.5354 -6.1435 -4.6523 0.18 0.51 -0.35 -0.261
O 10.5289 -6.6758 -3.3272 0.70 -0.48 0.15 -0.304
S 12.0531 -7.0152 -2.8851 -0.03 -0.33 -0.23 1.081
O 12.5497 -5.9183 -2.1057 -0.10 -1.03 -0.53 -0.479
O 12.1023 -8.3708 -2.4340 -0.02 1.18 -0.04 -0.546
O 12.7244 -6.9330 -4.3591 -0.35 0.36 0.80 -0.313
H 11.4274 -7.8454 -5.6611 -0.02 0.08 -0.01 0.293
H 12.0549 -6.2707 -6.2114 0.17 -0.02 0.23 0.305
H 9.5830 -6.3319 -5.1474 0.03 -0.13 0.27 0.321
H 10.7012 -5.0643 -4.5824 -0.02 -0.04 -0.10 0.240
C 2.0902 0.0198 6.9990 0.51 -0.50 -0.26 -0.266
C 1.2569 -0.4171 5.8057 0.29 0.56 -0.39 -0.341
O 0.1298 -1.0921 6.3677 -0.08 -0.02 1.08 -0.252
S -0.2347 -0.4140 7.7950 0.25 0.43 -0.51 1.115
O -1.2963 0.5248 7.5901 0.64 -0.80 0.52 -0.570
O -0.2945 -1.4494 8.7844 -0.21 0.99 -0.58 -0.575
O 1.1439 0.4155 7.9949 -0.95 -0.25 -0.21 -0.353
H 2.6763 -0.8129 7.3972 0.00 0.05 -0.08 0.313
H 2.7566 0.8477 6.7559 -0.22 0.04 0.16 0.301
H 1.8063 -1.0772 5.1346 -0.17 -0.11 0.17 0.316
H 0.8877 0.4464 5.2443 0.08 -0.02 0.02 0.250
C -1.4732 -4.7002 10.2423 0.51 0.35 0.10 -0.338
C -1.2221 -4.2200 8.8220 -0.37 0.39 0.12 -0.072
O -0.8053 -5.3847 8.1056 -0.09 -0.90 0.59 -0.299
S -1.5485 -6.6843 8.7303 0.00 0.27 -0.09 1.088
O -2.6940 -6.9801 7.9220 0.82 -0.12 0.65 -0.546
O -0.5542 -7.6620 9.0540 -0.76 0.51 -0.43 -0.532
O -2.0645 -5.9938 10.1049 -0.01 -0.25 -0.81 -0.316
H -0.5350 -4.8112 10.7933 -0.04 0.05 -0.03 0.335
H -2.1387 -4.0335 10.7914 -0.09 -0.25 -0.08 0.295
H -0.4585 -3.4444 8.7743 -0.09 -0.51 -0.11 0.226
H -2.1436 -3.8516 8.3614 0.04 0.05 0.07 0.216
C -0.9168 -3.8635 -5.8142 -0.61 0.17 0.09 -0.304
C -0.6378 -2.3922 -6.0808 0.08 -0.18 -0.64 -0.356
O 0.0918 -1.9417 -4.9394 0.11 -0.66 0.59 -0.239
S 0.9946 -3.1648 -4.3710 0.02 0.00 -0.13 1.092
O 2.3225 -3.0198 -4.8876 -0.86 -0.24 0.63 -0.570
O 0.7153 -3.3213 -2.9759 0.39 0.23 -0.91 -0.452
O 0.2632 -4.3635 -5.1831 0.50 0.69 0.11 -0.326
H -1.7529 -3.9874 -5.1202 0.01 0.03 -0.06 0.257
H -1.1219 -4.4171 -6.7310 0.24 -0.05 0.13 0.318
H -1.5515 -1.8115 -6.2072 0.15 0.06 0.27 0.329
H -0.0012 -2.2642 -6.9612 -0.09 -0.03 0.00 0.269
```
Positions in Å, forces in eV/Å.

The calculation puts the HOMO energy at -0.2894 hartree. Its charge is 0. The value obtained for the orbital gap is 7.857 eV. Its structure (SMILES) is COCCC[C@@H]1OC(=O)[C@@H](S)[C@]1(B(O)OC)P(C)C.O=S1(=O)OCCO1.O=S1(=O)OCCO1.O=S1(=O)OCCO1.O=S1(=O)OCCO1.O=S1(=O)OCCO1.O=S1(=O)OCCO1.O=S1(=O)OCCO1.O=S1(=O)OCCO1.O=S1(=O)OCCO1.O=S1(=O)OCCO1.

=====

# 2
The following is a DFT calculation (the ωB97M-V functional and the def2-TZVPD basis) of a 2-piece molecular cluster, C4H10NOP overall at a distorted geometry.

XYZ file:
```
17
Properties=species:S:1:pos:R:3:forces:R:3:mulliken_charge:R:1
C 0.9576 -0.8611 -0.0758 -4.23 -1.65 0.50 -0.016
C 3.1445 0.2157 0.1233 1.04 2.22 1.40 -0.751
C -2.4615 -0.7848 -0.2356 0.43 -1.88 0.01 -0.079
C -1.3816 0.0831 -0.7508 0.60 1.73 2.67 -0.700
N 1.6849 0.0588 -0.2142 4.00 1.59 -0.13 -0.182
O -3.5129 -0.0941 0.4508 0.92 -1.77 0.43 -0.522
P -1.3951 1.8036 -0.0042 0.04 -0.59 -1.24 -0.046
H 0.7486 -1.8169 0.4560 0.73 0.50 -0.44 0.249
H 3.2662 1.2098 0.7630 -0.48 -1.87 -1.59 0.253
H 3.7552 0.3457 -0.7930 -0.81 0.12 0.30 0.271
H 3.7531 -0.5053 0.7326 -1.41 -0.25 -0.39 0.289
H -1.8498 -1.3481 0.4815 -0.96 -0.28 0.66 0.132
H -2.8290 -1.6033 -0.9478 0.21 1.38 0.57 0.245
H -1.1146 0.1714 -1.7324 0.48 -0.20 -2.64 0.500
H -3.7218 0.6251 -0.1071 -0.67 1.39 -0.87 0.312
H -0.1487 2.2561 -0.5206 -0.13 -0.19 0.13 0.034
H -0.9584 1.5896 1.2909 0.26 -0.25 0.62 0.011
```
Positions in Å, forces in eV/Å.

The calculation puts the HOMO energy (alpha / beta) at -0.2642 / -0.2701 hartree. Its charge is 0. Its energy relative to the best compared isomer or geometry (same formula, charge and spin) is 6.455 eV. The value obtained for the orbital gap (alpha / beta) is 7.593 / 7.771 eV.

=====

# 3
The following is a DFT calculation (the ωB97M-V functional and the def2-TZVPD basis) of one molecule with the formula C21H22N2O5S at a distorted geometry.

XYZ file:
```
51
Properties=species:S:1:pos:R:3:forces:R:3:mulliken_charge:R:1
C -1.6574 -2.7624 2.2791 -0.04 0.03 0.06 -1.696
C -0.3739 -2.1725 1.7900 0.09 0.04 -0.01 0.826
C 0.3897 -1.3843 2.6475 0.08 -0.02 -0.12 -0.650
C 1.5563 -0.7909 2.2078 0.09 0.02 0.14 -0.426
C 1.9581 -0.9738 0.8975 0.54 0.23 -0.13 0.082
C 1.2369 -1.7771 0.0389 0.05 -0.06 -0.07 -0.271
C 0.0752 -2.3806 0.4910 0.06 0.04 0.00 -0.715
H -0.4910 -3.0144 -0.1757 -0.08 -0.02 -0.10 0.423
H 1.5894 -1.9304 -0.9692 -0.02 -0.06 -0.17 0.525
S 3.4146 -0.1276 0.2883 0.00 -0.11 -0.20 1.444
O 3.9553 0.6850 1.3366 -0.32 0.09 0.12 -0.690
O 4.2984 -1.0610 -0.3464 -0.19 -0.11 -0.20 -0.765
N 2.8130 0.8736 -0.9483 0.59 -0.69 0.68 -0.080
C 1.5926 1.5012 -0.7252 -0.61 0.53 0.32 -0.751
C 0.7054 1.8156 -1.7548 0.24 -0.09 0.04 -0.367
C -0.5464 2.3259 -1.4707 -0.20 0.18 0.31 -0.360
C -0.9512 2.5294 -0.1573 0.23 -0.09 -0.23 -0.017
C -0.0375 2.3078 0.8653 -0.32 0.08 -0.04 -0.398
C 1.2222 1.8239 0.5800 -0.09 0.20 -0.18 -0.081
H 1.9398 1.7045 1.3721 -0.03 0.07 0.12 1.026
H -0.2913 2.5130 1.8928 -0.05 0.02 0.12 0.302
O -2.2413 2.9860 0.0391 0.11 0.19 -0.19 -0.573
C -2.8993 2.5458 1.2067 -0.03 -0.04 0.31 -0.696
C -3.1509 1.0333 1.1850 0.07 0.36 -0.06 0.672
O -3.1195 0.3382 2.1788 0.00 -0.03 0.34 -0.649
N -3.4573 0.5835 -0.0451 -0.16 -0.03 -0.54 -0.102
H -3.3691 1.2268 -0.8187 0.05 0.01 0.16 0.313
C -3.6657 -0.8093 -0.3463 0.02 -0.02 0.19 -0.602
C -2.6745 -1.3146 -1.3485 -0.38 -0.71 -0.15 0.505
C -2.6328 -2.4728 -2.0683 -0.14 0.49 0.38 -0.870
C -1.4635 -2.3980 -2.8660 0.33 0.41 0.04 -0.725
C -0.8891 -1.2023 -2.5716 0.17 -0.66 -0.53 -0.311
O -1.6146 -0.5401 -1.6548 -0.20 0.25 0.28 0.074
H -0.0061 -0.7171 -2.9336 0.14 0.16 0.00 0.486
H -1.1103 -3.1331 -3.5594 0.15 -0.11 -0.18 0.463
H -3.3418 -3.2743 -2.0367 -0.22 -0.14 0.04 0.520
H -3.5706 -1.3516 0.6007 -0.06 0.06 -0.16 0.150
H -4.6819 -0.9654 -0.7308 0.17 -0.06 0.09 0.341
H -3.8655 3.0605 1.2098 0.13 -0.08 0.06 0.366
H -2.3674 2.8098 2.1252 -0.07 -0.10 -0.11 0.336
H -1.2309 2.5600 -2.2716 -0.10 -0.01 -0.09 0.442
H 0.9800 1.6638 -2.7860 0.05 -0.05 -0.12 0.542
C 3.2615 0.6073 -2.2916 0.27 -0.20 -0.23 -1.119
H 4.2088 0.0809 -2.2096 -0.04 0.07 -0.25 0.364
H 3.4133 1.5459 -2.8265 -0.04 -0.01 0.03 0.413
H 2.5584 -0.0222 -2.8482 0.00 0.02 -0.03 0.307
H 2.1628 -0.1821 2.8595 0.00 0.11 0.11 0.490
H 0.0544 -1.2302 3.6619 -0.02 0.04 0.13 0.422
H -1.4856 -3.3629 3.1705 -0.03 -0.10 0.05 0.492
H -2.3391 -1.9562 2.5511 -0.10 -0.01 0.00 0.266
H -2.1202 -3.3862 1.5185 -0.07 -0.07 -0.04 0.322
```
Positions in Å, forces in eV/Å.

The calculation puts the HOMO energy at -0.2999 hartree. Its charge is 0. Its energy relative to the best compared isomer or geometry (same formula, charge and spin) is 2.216 eV. The value obtained for the orbital gap is 8.752 eV. Its structure (SMILES) is Cc1ccc(S(=O)(=O)N(C)c2ccc(OCC(=O)NCc3ccco3)cc2)cc1.

=====

# 4
The following is a DFT calculation (the ωB97M-V functional and the def2-TZVPD basis) of an isolated ion of composition C10H23N3S and charge +2 at a distorted geometry.

XYZ file:
```
37
Properties=species:S:1:pos:R:3:forces:R:3:mulliken_charge:R:1
C 3.9041 -0.8966 -0.1024 2.09 -1.71 2.09 -0.532
C 3.3490 -0.5104 1.3001 0.68 -0.29 0.86 -0.797
C 3.4750 0.0605 -1.1961 -0.68 0.48 4.51 -1.163
C 1.8636 -0.3301 1.2988 -0.91 0.80 0.32 -0.544
C 1.9660 0.1303 -1.1912 0.83 2.39 1.01 -0.746
C 1.6258 0.7018 0.2046 -2.60 2.34 0.69 -0.344
C -2.4109 0.7720 -0.3020 2.34 -0.74 -1.94 -0.352
C 0.0432 1.2701 0.3646 -0.61 -2.82 -1.77 0.435
C -2.7788 1.2138 -1.7343 -0.36 -2.06 -1.27 -1.258
C -3.6488 -0.7179 1.3872 -1.26 -0.21 0.45 -0.844
N -0.9648 0.4925 -0.2252 3.51 0.88 0.97 -0.032
N -2.2328 -1.6517 -0.3959 0.05 -2.11 0.22 -0.721
N -3.1053 -0.5202 0.0430 -1.16 -2.82 -3.31 0.149
S -0.1010 2.6710 1.2970 0.02 -0.07 -0.15 -0.046
H 5.0921 -0.9985 0.0363 -2.67 0.33 -0.66 0.305
H 3.5318 -1.9359 -0.2920 0.37 0.66 -0.15 0.318
H 3.4975 -1.2609 2.1203 0.73 0.55 -0.94 0.346
H 3.7506 0.4596 1.6101 0.48 -0.24 0.18 0.394
H 3.9596 0.9686 -0.9427 0.31 1.28 -0.43 0.361
H 3.7712 -0.3293 -2.0437 1.77 -1.49 -4.59 0.505
H 1.4736 -1.2871 0.9671 -0.80 -0.21 0.40 0.280
H 1.4603 0.0501 2.3085 0.57 -0.91 -1.43 0.371
H 1.6344 0.7260 -2.0493 -0.36 -0.32 0.27 0.410
H 1.7705 -0.8990 -1.1929 -1.48 -1.45 -0.51 0.450
H 2.2534 1.6111 0.5487 -0.96 -1.14 -1.12 0.615
H -2.5949 1.5498 0.3913 -0.78 0.41 0.88 0.454
H -3.7441 1.7299 -1.6595 0.61 0.63 -0.46 0.437
H -3.0201 0.3275 -2.4817 0.63 1.27 1.73 0.322
H -1.8876 1.6806 -2.2265 -1.26 0.35 0.61 0.350
H -4.6648 -0.2476 1.3182 1.00 -0.31 0.93 0.344
H -3.7283 -1.7962 1.5762 -0.40 0.32 -0.26 0.386
H -2.9729 -0.3603 2.1509 -0.03 0.63 0.07 0.373
H -0.5864 -0.3809 -0.7320 -1.03 1.89 0.96 0.491
H -2.5761 -2.1795 -1.2872 0.30 1.33 2.40 0.266
H -2.0248 -2.3333 0.4347 -0.83 1.71 -2.11 0.294
H -3.9389 -0.6536 -0.6566 1.65 0.84 1.66 0.499
H -1.4404 2.8740 1.3533 0.23 -0.18 -0.11 0.225
```
Positions in Å, forces in eV/Å.

The calculation puts the HOMO energy at -0.6102 hartree. Its charge is +2. Its energy relative to the best compared isomer or geometry (same formula, charge and spin) is 0.839 eV. The value obtained for the orbital gap is 9.225 eV.